Record 1
Entry from OMol25: a molecular structure, C4H9N4 at a distorted geometry (ωB97M-V/def2-TZVPD).

Each line ends with the Löwdin charge.
Element x y z (Å)
C -0.8797 0.0717 0.9443  -0.155
C -1.5517 -0.0951 -0.8433  -0.085
C 0.6535 0.0162 0.8712  -0.230
C 1.1382 -0.2643 -1.0413  -0.081
N -1.5116 -1.0186 0.0904  0.115
N -1.3459 1.0669 -0.0478  0.104
N 1.0502 -1.1733 0.1262  -0.018
N 1.2629 0.9595 -0.1183  0.117
H -1.3284 -0.0251 1.9045  0.153
H -1.9671 -0.2316 -1.8777  0.166
H 1.1332 0.1314 1.8225  0.154
H 1.8172 -0.1972 -1.7974  0.057
H -1.2171 -2.0267 -0.1189  0.196
H -2.1995 1.4440 0.1472  0.098
H 1.9895 -1.6044 0.4331  0.153
H 0.7942 1.6522 -0.5730  0.106
H 2.1622 1.2943 0.0784  0.149

Properties
frontier orbital gap: 7.93 eV
E_tot: -376.38338 Ha
charge: +1
HOMO energy: -11.46 eV

=====

Record 2
Entry from OMol25: a gas-phase ion, C11H15N2O (charge +1) at a distorted geometry (ωB97M-V/def2-TZVPD).

Each line ends with the Löwdin charge.
Element x y z (Å)
C -3.0860 0.1655 -0.4243  -0.038
C -1.7596 0.6126 -0.0325  -0.317
C -1.4379 0.6597 1.4618  -0.020
C -0.5334 -0.2657 -0.7020  -0.370
O -0.5465 -0.3633 -2.0955  0.060
N -0.8075 -1.6154 -0.1012  0.161
C 0.1331 -2.3478 0.4239  -0.025
N 1.2770 -1.8043 0.7437  0.168
C 1.6484 -0.5142 0.4234  -0.186
C 2.9710 -0.1126 0.7039  0.013
C 3.3623 1.0531 0.0941  -0.073
C 2.5368 1.8791 -0.6831  -0.048
C 1.2928 1.3621 -0.9900  -0.012
C 0.8349 0.2244 -0.3644  -0.147
H -3.8631 0.5321 0.1620  0.080
H -3.1488 -1.0403 -0.3360  0.135
H -3.3241 0.4136 -1.3769  0.054
H -1.6355 1.6121 -0.3088  0.123
H -1.6297 -0.2517 1.9151  0.063
H -2.0275 1.4351 1.8992  0.092
H -0.4077 0.9872 1.5036  0.086
H -1.4182 -0.5976 -2.4814  0.133
H -1.7814 -1.8983 -0.0628  0.133
H -0.0598 -3.3893 0.6862  0.179
H 1.8869 -2.2844 1.2894  0.132
H 3.6933 -0.8262 1.1884  0.145
H 4.4347 1.4153 0.2050  0.139
H 2.8672 2.8816 -1.1252  0.147
H 0.5282 2.0776 -1.6157  0.192

Properties
frontier orbital gap: 9.13 eV
E_tot: -612.64188 Ha
charge: +1
HOMO energy: -12.72 eV

=====

- Which of these has the lowest frontier orbital gap?
  C4H9N4

=====

- Look up the frontier orbital gap of the first one.
  7.93 eV

=====

- Which value of frontier orbital gap does entry 1 give?
  7.93 eV

=====

- The lowest HOMO energy belongs to which entry?
  C11H15N2O